Version w
17
Properties=species:S:1:pos:R:3:lowdin_charge:R:1 method="wB97M-V/def2-TZVPD" smiles=NC[C@@H](N)CSS homo_lumo_gap_ev=7.4 e_homo_ev=-8.381
S 1.9551 0.7596 2.0698 0.493
S 0.7239 2.6201 2.1661 0.232
N -1.1032 0.1543 0.9115 -0.010
N -1.1841 -0.5228 -2.1172 -0.048
C 1.3037 -0.3405 0.7689 -0.595
C -0.1907 -1.1473 -1.1016 -0.201
C -0.0068 0.0210 -0.0470 -0.461
H -1.1767 -0.6477 1.6339 0.123
H -0.7425 -2.0262 -0.6564 0.118
H 0.6607 -1.5622 -1.7166 0.112
H 0.3871 1.0489 -0.4385 0.151
H -0.9525 0.3476 -2.5679 0.039
H -1.3832 -1.2290 -2.8633 0.065
H 2.1274 -0.5234 0.0924 0.042
H -0.0671 3.4210 1.4056 -0.206
H -1.4724 1.0369 1.2863 0.047
H 1.1213 -1.4102 1.1741 0.098


Version x
17
Properties=species:S:1:pos:R:3:lowdin_charge:R:1 method="wB97M-V/def2-TZVPD" smiles=NC[C@@H](N)CSS homo_lumo_gap_ev=8.9 e_homo_ev=-8.617
S -2.2965 -1.0853 1.1437 0.329
S -1.7342 0.3448 -0.3440 0.468
N 3.4214 -0.0736 0.1895 -0.010
N 1.0069 1.7526 0.0027 0.021
C 2.3789 -0.1580 -0.8724 -0.238
C 1.0767 0.2892 -0.1572 -0.470
C -0.1575 -0.2906 -0.8683 -0.583
H 2.6566 0.5894 -1.6196 0.111
H 2.2206 -1.1437 -1.3294 0.106
H 4.3281 -0.2076 -0.2622 0.062
H -0.1262 -1.3846 -0.8311 0.074
H 1.1094 -0.0343 0.8745 0.117
H -0.1620 0.0641 -1.9092 0.073
H 1.8504 2.2244 -0.2944 0.061
H 0.2372 2.1557 -0.5217 0.034
H -2.2862 -0.0292 1.9572 -0.220
H 3.3708 -0.9524 0.7046 0.067


Stability check: which of them is most stable? version x.


Version w
16
Properties=species:S:1:pos:R:3:lowdin_charge:R:1 method="wB97M-V/def2-TZVPD" homo_lumo_gap_ev=8.9 e_homo_ev=-8.586
N 0.2055 -2.4665 1.2619 0.152
N 2.1980 -0.0963 -0.0731 0.148
C 0.8922 1.7394 -1.1236 -0.037
C -0.2555 -1.4088 0.8430 -0.222
C -1.4890 0.0869 -0.0046 -0.059
C 1.0804 0.4535 -0.3532 -0.392
C -0.1403 -0.2138 0.0850 -0.194
C -2.0951 -0.7782 0.9602 -0.032
H -1.9920 0.6814 -0.7581 0.111
H 1.8486 2.1347 -1.4653 0.074
H 0.4024 2.4882 -0.4978 0.086
H 2.9872 0.4337 -0.4419 0.051
H 1.0863 -2.7585 0.8341 0.069
H -1.9890 -0.5278 2.0090 0.084
H 0.2532 1.5727 -1.9937 0.083
H -2.9930 -1.3407 0.7181 0.077


Version x
16
Properties=species:S:1:pos:R:3:lowdin_charge:R:1 method="wB97M-V/def2-TZVPD" smiles=N#C[C@H]1CC[C@H]2N[C@H]12 homo_lumo_gap_ev=9.9 e_homo_ev=-9.260
N 3.6778 -0.6072 -0.2180 0.106
N -1.3134 -1.9079 -0.2413 0.148
C 0.3774 1.2504 -0.0838 -0.098
C -1.2593 0.9897 -0.4049 -0.068
C 1.0290 -0.1951 0.2838 -0.240
C 2.4777 -0.4722 -0.1683 -0.167
C -1.2730 -0.5567 0.1766 -0.341
C -0.0608 -1.0697 -0.4108 -0.245
H 0.1834 -0.7916 -1.3985 0.125
H -1.3111 -2.3616 0.6100 0.066
H 0.3244 1.7056 0.9051 0.081
H -1.7400 1.0386 -1.3876 0.088
H 0.7830 1.9815 -0.8386 0.117
H 1.2732 -0.0618 1.4577 0.177
H -1.9435 1.4188 0.4658 0.120
H -1.2250 -0.3609 1.2529 0.132


Stability check: which of them is most stable? version w.


Version w
16
Properties=species:S:1:pos:R:3:lowdin_charge:R:1 method="wB97M-V/def2-TZVPD" smiles="C#C[C@@]1(N=C)N[C@H]1C" homo_lumo_gap_ev=10.2 e_homo_ev=-9.321
N 0.2789 1.7768 0.1942 0.064
N 1.2179 -0.5476 -0.0841 0.111
C -0.8893 -1.7751 -0.6238 -0.053
C 0.1966 0.3812 0.3841 -0.499
C -0.0353 -0.5447 -0.7801 -0.299
C 0.9551 2.3284 -0.7053 -0.039
C -0.9703 -0.1608 2.6842 0.139
C -0.4189 0.0691 1.6464 -0.063
H 0.9544 3.4115 -0.7351 0.068
H 1.9914 -0.0913 -0.5602 0.094
H -1.4503 -0.3608 3.5955 0.019
H -0.5803 -2.5345 -1.3615 0.082
H -0.1006 -0.0662 -1.7562 0.139
H -0.7762 -2.1764 0.3820 0.074
H -1.9401 -1.5294 -0.8077 0.083
H 1.5671 1.8200 -1.4723 0.079


Version x
16
Properties=species:S:1:pos:R:3:lowdin_charge:R:1 method="wB97M-V/def2-TZVPD" smiles="C1=C[C@@H]2CNN=C2C1" homo_lumo_gap_ev=9.1 e_homo_ev=-8.087
N -1.6397 -0.6292 -1.1235 -0.121
N -0.6908 0.4055 -1.5505 0.091
C 1.8500 0.3140 0.8433 -0.186
C 1.4112 1.2266 -0.1065 -0.192
C -0.0033 0.6522 -0.4596 -0.244
C -1.1656 -1.4202 0.0098 -0.124
C 0.8686 -0.2605 1.5348 -0.063
C -0.4576 -0.1838 0.7807 -0.195
H -2.0071 -1.6321 0.7168 0.116
H 1.4205 2.2913 0.5140 0.163
H 1.9835 1.7638 -1.0659 0.163
H 2.8028 0.5572 1.4755 0.148
H 0.9558 -0.6863 2.4729 0.079
H -2.1262 -0.9294 -1.9558 0.100
H -0.5615 -2.1939 -0.4602 0.111
H -1.1735 0.4254 1.4057 0.155


Stability check: which of them is most stable? version w.


Version w
16
Properties=species:S:1:pos:R:3:lowdin_charge:R:1 method="wB97M-V/def2-TZVPD" homo_lumo_gap_ev=9.9 e_homo_ev=-9.021
N -0.4103 -0.4613 0.6520 0.085
N -2.0936 -0.5573 -1.2068 0.075
C -2.2536 -0.3729 -0.0475 -0.170
C 0.3377 0.6043 0.6352 -0.340
C 1.2137 0.2356 -0.5368 -0.073
C 0.5788 -2.2335 -1.0553 0.056
C 0.1331 1.9158 1.2856 -0.022
C 0.3293 -1.0059 -0.6301 -0.294
H -0.1184 -3.0412 -0.9081 0.060
H 1.0656 2.2561 1.7510 0.085
H 2.2730 0.0534 -0.3499 0.114
H -2.8211 -0.4200 0.8572 0.069
H 1.1032 0.9341 -1.3698 0.116
H 1.4611 -2.4314 -1.6458 0.063
H -0.6569 1.8600 2.0404 0.082
H -0.1414 2.6640 0.5288 0.094


Version x
16
Properties=species:S:1:pos:R:3:lowdin_charge:R:1 method="wB97M-V/def2-TZVPD" homo_lumo_gap_ev=10.1 e_homo_ev=-9.134
N -2.6050 -0.9328 -0.1479 0.133
N -0.6789 0.2123 -0.5334 -0.134
C 1.0099 0.1539 0.5603 -0.288
C -0.1096 -0.7866 0.2739 -0.207
C 0.0700 1.2111 -0.1099 -0.213
C -2.0926 0.1454 -0.4293 -0.249
C 2.2078 -0.2422 -0.0941 -0.160
C 3.1816 -0.6498 -0.5898 0.083
H -0.6115 -1.0547 1.2036 0.100
H 1.1529 0.2791 1.7268 0.180
H -0.1537 -1.9418 -0.3187 0.198
H 4.3195 -0.6416 -0.8910 0.090
H 0.5711 1.9825 -0.8426 0.147
H -3.5514 -0.8824 -0.1608 0.015
H -2.5311 1.2175 -0.4520 0.157
H -0.1791 1.9302 0.8046 0.146


Version y
16
Properties=species:S:1:pos:R:3:lowdin_charge:R:1 method="wB97M-V/def2-TZVPD" smiles=N[C@H]1Cc2c[nH]cc21 homo_lumo_gap_ev=9.1 e_homo_ev=-8.108
N -0.6297 2.2240 -0.9739 0.000
N 1.5213 -1.7543 0.5493 -0.014
C -1.6111 0.0663 -0.1587 -0.080
C 0.1919 -2.0881 0.3735 -0.063
C -0.6256 1.2397 0.0512 -0.366
C 1.7295 -0.3730 0.5029 -0.054
C 0.4663 0.1463 0.2327 -0.155
C -0.4696 -0.8869 0.1285 -0.183
H -0.0772 1.9409 -1.8494 0.109
H -0.0740 3.0609 -0.6130 0.096
H -0.8717 1.7917 0.9795 0.143
H 2.7672 0.0320 0.5264 0.113
H -0.1710 -3.1215 0.3802 0.108
H -2.4800 0.0579 0.4821 0.097
H -1.9553 0.0675 -1.2021 0.110
H 2.2888 -2.4035 0.5907 0.137


Version z
16
Properties=species:S:1:pos:R:3:lowdin_charge:R:1 method="wB97M-V/def2-TZVPD" smiles=Cc1[nH]cc2c1CN2 homo_lumo_gap_ev=8.6 e_homo_ev=-7.543
N 1.0361 1.3515 -0.0512 0.040
N -2.3895 0.2054 -0.1948 0.050
C -0.2642 1.9321 0.0147 -0.041
C 0.8962 -0.0251 -0.0055 -0.307
C -0.3981 -0.3540 0.0281 -0.166
C -1.6413 -1.1545 -0.0176 -0.074
C 2.0618 -0.9417 -0.0286 -0.034
C -1.1233 0.8489 -0.0085 -0.254
H 1.9503 1.8233 -0.3263 0.179
H 2.1156 -1.5716 0.8196 0.056
H -1.9101 -1.7583 -0.8796 0.098
H -1.9346 -1.7381 0.9065 0.123
H -0.3835 2.9805 0.1362 0.081
H -3.0351 0.4447 0.5069 0.074
H 1.9308 -1.6226 -0.8501 0.070
H 3.0889 -0.4204 -0.0496 0.104


Stability check: which of them is most stable? version y.


Version w
6
Properties=species:S:1:pos:R:3:lowdin_charge:R:1 method="wB97M-V/def2-TZVPD" homo_lumo_gap_ev="7.2 / 7.3" e_homo_ev="-9.202 / -8.857"
I -2.6239 0.2733 0.0582 0.884
S -0.4666 1.8345 0.3778 -0.022
F -3.4904 -2.3861 0.1297 -0.095
C -3.2151 -1.5034 1.0316 -0.580
H -2.2511 -1.8290 1.4222 0.005
H 0.1198 2.2568 -0.9035 -0.193


Version x
6
Properties=species:S:1:pos:R:3:lowdin_charge:R:1 method="wB97M-V/def2-TZVPD" smiles=F[C@@H](S)I homo_lumo_gap_ev=9.3 e_homo_ev=-9.595
I 2.0632 -0.2343 0.0979 0.885
S -1.4727 -0.8283 -0.2612 0.557
F -0.0004 1.6377 -0.5281 -0.107
C 0.1812 0.5236 0.1816 -1.078
H -0.0782 0.5561 1.3052 0.034
H -0.6931 -1.6547 -0.7953 -0.292


Stability check: which of them is most stable? version x.


Version w
13
Properties=species:S:1:pos:R:3:lowdin_charge:R:1 method="wB97M-V/def2-TZVPD" smiles="C/N=C(/C)SS" homo_lumo_gap_ev=8.8 e_homo_ev=-8.311
S 0.1911 -0.2809 1.8592 0.376
S 0.9112 -2.1320 1.5875 0.227
N -0.1662 0.1710 -0.9997 -0.017
C -0.4664 -1.1345 -1.4787 -0.143
C -0.1366 2.1136 0.3057 -0.090
C -0.0421 0.6130 0.1392 -0.608
H -1.1003 -1.7206 -0.7502 0.094
H -1.0821 -1.2013 -2.4415 0.099
H 0.5143 2.5515 -0.3695 0.058
H 0.3920 -1.5062 -1.8437 0.030
H 2.0406 -2.2796 2.4118 -0.153
H -1.1370 2.4426 0.2225 0.067
H 0.0814 2.3634 1.3575 0.060


Version x
13
Properties=species:S:1:pos:R:3:lowdin_charge:R:1 method="wB97M-V/def2-TZVPD" smiles="CSC(=S)CN" homo_lumo_gap_ev=8.5 e_homo_ev=-8.517
S 1.0844 0.8044 -1.3669 0.862
S 0.7473 -2.0186 -2.0881 0.619
N -1.5634 -0.3269 0.3148 0.001
C 0.5328 -0.8075 -0.9992 -1.135
C -0.2725 -1.0727 0.2847 -0.359
C 0.8891 1.7173 0.1419 -0.411
H -2.2079 -0.8009 -0.3043 0.070
H 1.7434 1.4639 0.7952 0.049
H 0.4159 -0.7574 1.0796 0.102
H -2.0189 -0.3660 1.2290 0.075
H -0.3398 -2.1444 0.4226 0.082
H 1.0176 2.7185 -0.2023 0.018
H -0.0279 1.5903 0.6931 0.027


Stability check: which of them is most stable? version x.